No. 1
{"formula": "C21H28CoF3O4", "method": "ωB97M-V with the def2-TZVPD basis set", "elements": ["H", "C", "H", "C", "H", "O", "C", "H", "H", "F", "O", "H", "C", "F", "H", "Co", "H", "C", "C", "H", "H", "H", "H", "C", "O", "H", "H", "H", "C", "H", "H", "F", "C", "C", "H", "H", "C", "C", "H", "C", "H", "C", "C", "C", "C", "C", "C", "H", "H", "C", "H", "H", "H", "O", "H", "H", "C"], "xyz": [[1.023, -2.392, -3.725], [0.253, -2.387, 2.493], [0.168, 0.178, -3.762], [-1.464, -2.555, -2.572], [2.007, 3.968, -2.962], [-0.528, -0.804, -1.110], [2.310, 1.631, -0.795], [0.465, 1.984, 0.294], [-2.528, -1.952, 2.855], [2.370, 2.418, 3.027], [0.446, 0.590, 1.848], [1.707, -1.181, -2.611], [-0.399, -1.497, -2.419], [1.253, 2.257, 4.919], [0.938, 4.645, -0.469], [-0.358, -1.277, 0.762], [-2.457, 2.231, 1.671], [-0.968, 0.390, -1.916], [-2.270, 0.255, 2.702], [-2.025, 0.574, -1.721], [3.176, 1.379, -0.148], [-1.413, -2.977, -3.584], [0.129, 3.477, -1.561], [-2.480, 1.148, 1.612], [2.771, 2.308, -1.987], [1.846, 2.923, 0.860], [-1.543, -3.606, 1.875], [1.253, -2.828, -2.030], [-2.850, 0.397, 0.470], [-0.319, 1.250, -1.683], [-1.319, -3.383, -1.878], [0.291, 3.170, 3.161], [-2.751, -1.003, 0.798], [1.047, 3.695, -0.997], [-1.583, -0.337, -3.918], [1.835, 0.669, -1.096], [1.338, 2.541, -0.033], [1.412, -2.003, 1.767], [-2.463, -2.135, -2.429], [2.258, 3.661, -1.938], [-3.056, -1.841, 0.163], [0.066, -3.246, 0.356], [-2.460, -1.066, 2.223], [-0.708, -0.258, -3.260], [-0.598, -3.133, 1.615], [1.137, 2.167, 3.573], [0.988, -2.006, -2.697], [2.065, -2.398, -0.319], [-0.271, -3.876, -0.460], [0.595, 0.748, 3.111], [0.074, -2.214, 3.548], [-2.090, 0.537, 3.744], [3.039, 4.348, -1.555], [0.336, -0.031, 4.044], [-3.273, 0.821, -0.443], [2.280, -1.468, 2.141], [1.300, -2.508, 0.443]], "lowdin_spin": [0.000, 0.073, 0.000, 0.001, 0.000, 0.059, 0.000, 0.000, 0.005, 0.000, 0.045, 0.000, 0.004, 0.001, 0.000, 2.548, -0.004, 0.015, 0.283, 0.005, 0.000, 0.000, 0.000, 0.016, 0.000, 0.000, 0.003, 0.001, 0.310, 0.001, 0.000, 0.000, 0.076, 0.000, 0.001, 0.000, 0.000, 0.068, 0.000, 0.000, 0.000, 0.060, 0.237, 0.003, 0.058, 0.003, 0.001, 0.005, 0.005, 0.007, 0.003, 0.008, 0.000, 0.007, 0.012, 0.004, 0.077], "total_charge": 0, "e_above_lowest_kj_mol": 0.0, "homo_lumo_gap_ev": [7.88, 6.37], "mol_weight_g_mol": 460.4, "e_lumo_ev": [0.30, -2.16], "homo_ha": [-0.2784, -0.3137], "multiplicity": 5, "total_energy_ev": -76196.03618}

---

No. 2
{"formula": "C42H29BrClGeN3OPdS", "method": "ωB97M-V with the def2-TZVPD basis set", "elements": ["H", "C", "N", "H", "C", "H", "O", "C", "C", "H", "C", "H", "C", "C", "C", "Cl", "C", "S", "C", "H", "C", "Ge", "C", "C", "H", "C", "C", "C", "H", "H", "C", "C", "H", "C", "H", "C", "C", "C", "H", "C", "H", "H", "H", "H", "C", "C", "H", "C", "C", "H", "C", "C", "N", "N", "H", "H", "H", "H", "H", "H", "H", "C", "C", "Pd", "C", "C", "H", "C", "C", "C", "C", "C", "C", "H", "C", "H", "Br", "C", "C", "H"], "xyz": [[0.012, -4.072, 2.227], [1.088, -2.610, -1.189], [3.381, -0.160, 0.002], [-2.383, -3.896, -2.321], [0.990, -4.009, -0.983], [0.175, -1.703, 2.000], [1.380, 0.082, 2.326], [-3.103, -3.165, -1.966], [0.312, -3.666, 1.266], [-1.068, 1.149, 2.397], [-4.391, -0.201, 3.761], [-1.450, -1.870, -1.229], [-4.090, 4.850, -1.384], [5.227, -0.658, -1.537], [4.862, 0.256, 3.302], [6.191, 1.030, 5.435], [-2.330, 3.265, -0.826], [2.110, 5.034, -0.119], [3.906, -0.397, -1.269], [5.894, -0.820, -0.709], [-2.043, 0.928, 2.797], [-2.486, 0.509, -0.036], [2.382, 0.923, 4.211], [-5.303, -2.285, -1.717], [-5.280, -0.734, 4.036], [1.026, 0.477, -3.358], [-2.295, 0.937, 4.180], [3.469, 1.170, 4.995], [-4.760, -0.676, 1.668], [-0.037, 0.705, -3.134], [5.155, -0.330, -3.921], [0.808, -1.744, -0.136], [-6.033, 4.012, -1.491], [-2.561, -2.004, -1.393], [-3.636, 0.288, 5.719], [-3.229, 2.226, -0.624], [2.865, 0.268, -4.814], [-4.452, -3.319, -2.155], [3.290, 0.336, -5.808], [3.750, -0.001, -3.759], [5.553, -0.184, -4.945], [-5.534, -0.447, -0.655], [1.497, -2.292, -2.146], [1.430, 1.226, 4.532], [-3.468, 0.318, 4.692], [-4.095, -0.191, 2.389], [-1.235, 3.119, -0.757], [-2.956, 0.417, 1.904], [0.399, -2.270, 1.082], [-6.385, -2.321, -1.781], [4.720, 0.784, 4.516], [3.162, 0.036, -2.434], [1.841, 0.283, -2.258], [1.700, 2.255, 0.039], [3.314, 1.660, 5.952], [5.236, -0.183, 0.832], [-4.385, 5.867, -1.692], [1.137, -4.624, -1.901], [-4.869, -4.213, -2.637], [5.812, 0.039, 2.859], [-5.339, 1.765, -0.723], [-4.802, -1.163, -1.092], [5.843, -0.682, -2.776], [1.269, 0.198, -0.137], [1.842, 3.401, -0.121], [-0.670, 0.623, -0.394], [0.874, 0.769, -5.473], [2.479, 0.402, 2.892], [3.801, 0.202, 2.386], [-4.588, 2.558, -0.889], [1.498, 0.454, -4.640], [-3.386, -0.988, -0.891], [4.153, -0.111, 0.983], [-1.512, 1.243, 4.862], [-5.008, 3.857, -1.237], [-1.973, 5.298, -1.461], [0.570, -6.359, 0.466], [0.588, -4.496, 0.205], [-2.749, 4.559, -1.255], [6.891, -0.933, -2.739]], "lowdin_spin": [0.000, 0.002, 0.009, 0.000, 0.000, 0.002, 0.098, 0.001, 0.002, 0.009, 0.002, 0.011, 0.001, 0.099, 0.011, 0.000, 0.023, 0.002, 0.103, 0.011, 0.011, 0.244, 0.007, 0.002, 0.000, 0.133, 0.001, 0.015, 0.001, 0.021, 0.141, 0.016, 0.000, 0.013, 0.000, 0.016, 0.167, 0.000, 0.009, 0.006, 0.007, 0.000, 0.000, 0.000, 0.000, 0.005, 0.017, 0.034, 0.011, 0.000, 0.003, 0.008, 0.259, 0.030, 0.001, 0.007, 0.000, 0.000, 0.000, 0.000, 0.000, 0.003, 0.050, 0.757, 0.003, 1.431, 0.001, 0.017, 0.003, 0.001, 0.060, 0.027, 0.070, 0.000, 0.001, 0.000, 0.000, 0.001, 0.002, 0.001], "total_charge": -2, "e_above_lowest_kj_mol": 0.0, "homo_lumo_gap_ev": [3.90, 6.18], "mol_weight_g_mol": 918.2, "e_lumo_ev": [3.86, 3.86], "homo_ha": [-0.0017, -0.0856], "multiplicity": 5, "total_energy_ev": -203934.60245}

---

No. 3
{"formula": "C9H14O2", "method": "ωB97M-V with the def2-TZVPD basis set", "elements": ["H", "C", "C", "C", "H", "H", "H", "H", "H", "O", "O", "H", "C", "H", "C", "H", "H", "H", "C", "H", "H", "C", "H", "C", "C"], "xyz": [[-2.552, 0.614, -0.793], [1.952, -1.050, 0.172], [-0.861, 2.225, 0.046], [1.401, 1.444, -0.425], [1.337, 0.000, 1.968], [0.649, -1.627, 1.893], [-3.464, 0.176, 0.666], [-0.599, 3.223, -0.266], [2.082, 1.776, 0.413], [-3.477, -1.367, -0.694], [1.783, -2.304, -0.415], [1.426, -0.271, -1.810], [1.932, 0.043, -0.890], [2.911, 0.241, -1.313], [-0.311, -0.076, 0.643], [-1.798, 2.034, 0.589], [0.986, -2.284, -1.028], [-2.680, -1.868, -1.091], [-1.532, -0.698, 0.572], [2.926, -1.035, 0.641], [-1.684, -1.647, 1.128], [0.897, -0.712, 1.272], [1.452, 2.155, -1.257], [0.015, 1.240, 0.051], [-2.788, -0.228, -0.072]], "lowdin_charge": [0.114, -0.397, 0.070, -0.134, 0.118, 0.142, 0.112, 0.072, 0.141, -0.108, -0.035, 0.120, -0.140, 0.107, -0.196, 0.077, 0.126, 0.114, -0.038, 0.141, 0.128, -0.088, 0.121, -0.304, -0.264], "total_charge": 0, "e_above_lowest_kj_mol": 230.5, "smiles": "C=C1CC[C@H](O)C/C1=C/CO", "homo_lumo_gap_ev": 9.48, "mol_weight_g_mol": 154.2, "e_lumo_ev": 0.57, "homo_ha": -0.3274, "total_energy_ev": -13653.26787}